# 1
{
  "formula": "C15H17N5O5S",
  "method": "wB97M-V/def2-TZVPD",
  "species": ["C", "C", "O", "C", "O", "C", "S", "C", "N", "N", "C", "C", "N", "C", "O", "C", "C", "C", "C", "N", "O", "O", "C", "C", "N", "C", "H", "H", "H", "H", "H", "H", "H", "H", "H", "H", "H", "H", "H", "H", "H", "H", "H"],
  "positions_angstrom": [[-0.5641, -2.9287, -0.1016], [-1.7589, -3.5517, 0.6045], [-2.9765, -3.0984, 0.0011], [-3.5966, -2.0765, 0.5710], [-3.3090, -1.5738, 1.6228], [-4.7888, -1.6604, -0.2794], [-5.0542, 0.1251, -0.1304], [-3.4177, 0.6088, -0.4293], [-2.4686, -0.1793, -0.8534], [-1.3418, 0.5499, -0.9201], [-1.6183, 1.7673, -0.5437], [-0.6186, 2.8696, -0.4923], [0.6985, 2.3041, -0.6557], [1.5790, 2.2729, 0.3752], [1.4812, 2.9819, 1.3548], [2.7132, 1.3151, 0.1825], [3.9884, 1.6890, 0.5988], [5.0463, 0.8114, 0.4718], [4.8136, -0.4531, -0.0566], [5.9138, -1.3783, -0.1912], [5.6673, -2.4851, -0.6200], [7.0161, -0.9916, 0.1305], [3.5405, -0.8498, -0.4486], [2.4894, 0.0384, -0.3309], [-2.9407, 1.8703, -0.2140], [-3.6569, 3.0165, 0.2635], [0.3530, -3.2244, 0.3999], [-0.6565, -1.8460, -0.0838], [-0.5298, -3.2530, -1.1381], [-1.7687, -3.2785, 1.6643], [-1.7633, -4.6391, 0.4998], [-5.6990, -2.1338, 0.0893], [-4.6181, -1.9218, -1.3221], [-0.6399, 3.3790, 0.4775], [-0.8224, 3.6053, -1.2814], [0.7698, 1.6064, -1.3814], [4.1316, 2.6714, 1.0210], [6.0455, 1.0809, 0.7781], [3.3945, -1.8455, -0.8386], [1.4934, -0.2735, -0.6102], [-3.0833, 3.5089, 1.0495], [-4.6148, 2.6872, 0.6639], [-3.8320, 3.7245, -0.5494]],
  "lumo_ev": -0.7,
  "total_energy_ha": -1629.9064,
  "total_charge": 0,
  "smiles": "CCOC(=O)CSc1nnc(CNC(=O)c2ccc([N+](=O)[O-])cc2)n1C",
  "spin_multiplicity": 1,
  "relative_energy_kcal_mol": 49.4
}



# 2
{
  "formula": "C15H18",
  "method": "wB97M-V/def2-TZVPD",
  "species": ["C", "C", "C", "C", "C", "C", "C", "C", "H", "H", "H", "H", "H", "H", "H", "H", "H", "H", "C", "C", "C", "C", "C", "C", "C", "H", "H", "H", "H", "H", "H", "H", "H"],
  "positions_angstrom": [[0.4092, -1.5883, 1.4638], [-0.3194, -0.7317, 0.3874], [-1.6810, -1.2088, 0.0106], [-2.4033, -0.3160, -0.8299], [-3.6451, -0.5378, -1.3234], [-4.2022, -1.8384, -1.2383], [-3.5967, -2.6793, -0.3280], [-2.3677, -2.3591, 0.3188], [-0.1850, -2.4542, 1.6361], [0.8448, -0.9685, 2.2451], [1.3345, -1.8447, 0.9131], [-0.3262, 0.3213, 0.6379], [0.1623, -0.8259, -0.6024], [-1.8679, 0.6250, -0.9916], [-4.1031, 0.2572, -1.9096], [-5.1267, -2.1243, -1.7028], [-4.0710, -3.5394, 0.1403], [-1.9435, -2.9287, 1.1582], [1.4817, 3.3843, 1.1765], [1.9197, 2.1585, 0.4773], [2.7561, 1.1563, 0.9680], [3.3403, 0.2376, 0.1189], [2.9469, 0.0783, -1.2113], [1.9541, 0.9486, -1.6554], [1.5015, 1.9743, -0.8250], [2.3479, 4.0466, 1.2934], [1.1645, 3.3025, 2.2359], [0.5666, 3.8219, 0.7795], [3.0464, 1.1516, 2.0249], [4.1656, -0.3948, 0.4451], [3.4288, -0.6657, -1.8570], [1.6749, 0.8439, -2.6960], [0.7931, 2.6978, -1.2602]],
  "lumo_ev": 0.9,
  "total_energy_ha": -582.3219,
  "total_charge": 0,
  "smiles": "CCc1ccccc1.Cc1ccccc1",
  "spin_multiplicity": 1,
  "relative_energy_kcal_mol": 27.5
}



What Kohn-Sham gap values result from the calculations? In sequence: 8.18; 9.53 eV.